{
  "formula": "C33H25AsCaNO5",
  "method": "the ωB97M-V functional and the def2-TZVPD basis",
  "max_force_ev_per_a": 3.72,
  "total_energy_ev": -125635.2251,
  "charge": -1,
  "homo_lumo_gap_ha": 0.284,
  "de_lowest_kcal_mol": 42.0,
  "elements": ["Ca", "O", "C", "O", "C", "C", "C", "C", "C", "O", "C", "C", "O", "O", "H", "H", "H", "H", "H", "H", "H", "H", "C", "C", "C", "C", "C", "C", "As", "C", "C", "C", "C", "C", "C", "C", "C", "C", "C", "C", "C", "H", "H", "H", "H", "H", "H", "H", "H", "H", "H", "H", "H", "H", "N", "C", "C", "C", "C", "C", "C", "C", "H", "H", "H", "H"],
  "coordinates": [[1.2149, 1.2298, 1.4908], [3.3013, -1.3296, 2.9067], [2.8937, -0.7198, 1.9283], [1.6860, -0.6905, 1.4972], [3.9368, 0.0579, 1.0693], [3.4484, 0.2693, -0.3704], [4.6219, 0.7710, -1.2371], [4.6756, 2.2709, -0.8493], [3.6348, 2.3043, 0.2759], [2.6150, 1.4347, -0.2510], [4.1939, 1.5400, 1.4980], [3.5460, 2.0139, 2.8348], [4.2864, 2.1713, 3.7955], [2.2951, 2.2762, 2.7714], [4.8536, -0.5251, 1.1173], [2.8853, -0.5598, -0.7869], [4.4258, 0.6298, -2.2995], [5.5422, 0.2459, -0.9841], [4.3617, 2.9078, -1.6766], [5.6575, 2.5959, -0.5104], [3.2208, 3.2832, 0.5075], [5.2603, 1.7206, 1.6134], [-1.2855, -3.1672, -5.0389], [-0.0077, -3.2276, -4.5013], [0.3143, -2.4558, -3.3964], [-0.6312, -1.6221, -2.8020], [-1.8995, -1.5494, -3.3664], [-2.2260, -2.3192, -4.4750], [-0.0754, -0.6464, -1.1477], [-1.8699, -0.1816, -0.5739], [-2.6363, 0.8826, -1.0196], [-3.9461, 1.0212, -0.5867], [-4.4791, 0.0982, 0.3030], [-3.7151, -0.9625, 0.7609], [-2.4058, -1.1178, 0.3186], [-1.5080, -2.2325, 0.6501], [-1.7848, -3.2661, 1.5398], [-0.8598, -4.2782, 1.7348], [0.3414, -4.2759, 1.0379], [0.6236, -3.2491, 0.1512], [-0.2897, -2.2273, -0.0354], [-1.5467, -3.7789, -5.8936], [0.7352, -3.8791, -4.9450], [1.3151, -2.5055, -2.9785], [-2.6454, -0.8954, -2.9346], [-3.2230, -2.2589, -4.8940], [-2.2143, 1.6027, -1.7114], [-4.5500, 1.8490, -0.9353], [-5.5031, 0.2071, 0.6383], [-4.1491, -1.6731, 1.4539], [-2.7158, -3.2749, 2.0938], [-1.0689, -5.0683, 2.4451], [1.0665, -5.0617, 1.2060], [1.5759, -3.2319, -0.3669], [-5.5207, 4.9272, 2.4523], [-4.5391, 4.3520, 2.2680], [-3.3235, 3.6437, 2.0395], [-2.4216, 4.0833, 1.0684], [-1.2381, 3.3932, 0.8706], [-0.8695, 2.2402, 1.5936], [-1.8174, 1.8387, 2.5557], [-3.0088, 2.5066, 2.7870], [-2.6667, 4.9652, 0.4854], [-0.5626, 3.7792, 0.1064], [-1.6165, 0.9539, 3.1591], [-3.7082, 2.1647, 3.5424]],
  "forces_ev_per_angstrom": [[-3.21, 1.36, -1.30], [0.02, 0.16, -0.12], [0.86, -0.95, 0.22], [0.68, -2.79, 0.12], [-0.34, -0.12, 0.02], [0.69, -0.39, -0.15], [-0.11, 0.08, 0.03], [-0.13, -0.06, 0.02], [0.82, 0.35, -0.06], [0.38, 0.19, -0.63], [-0.11, 0.17, 0.27], [0.95, 0.37, 0.30], [-0.12, -0.11, -0.15], [1.61, 1.30, 1.79], [0.03, 0.04, -0.01], [-0.11, 0.08, 0.02], [-0.02, 0.02, 0.00], [-0.01, -0.04, -0.03], [0.00, -0.01, 0.00], [0.00, 0.01, 0.01], [-0.08, -0.05, -0.04], [0.00, -0.01, -0.05], [-0.04, -0.01, -0.04], [0.01, -0.03, -0.02], [0.07, 0.11, 0.12], [0.17, 0.17, 0.05], [-0.01, 0.09, 0.11], [0.03, -0.02, -0.03], [-0.52, -0.47, -0.49], [-0.20, -0.12, -0.03], [0.13, 0.07, -0.03], [-0.01, 0.03, 0.00], [-0.05, 0.01, 0.03], [0.00, -0.03, 0.05], [-0.05, 0.20, -0.12], [0.15, -0.19, -0.03], [-0.04, 0.03, 0.04], [-0.02, 0.00, 0.03], [0.01, -0.03, -0.04], [0.12, 0.07, -0.01], [-0.08, -0.07, 0.15], [0.01, 0.02, -0.01], [0.01, 0.00, 0.03], [0.01, -0.05, -0.04], [-0.04, -0.03, 0.03], [0.00, 0.00, 0.00], [-0.01, 0.04, 0.04], [0.02, 0.02, 0.02], [0.02, 0.02, 0.03], [0.02, -0.01, -0.01], [0.00, 0.00, -0.01], [-0.01, 0.00, -0.01], [0.00, 0.00, -0.01], [0.01, 0.00, 0.04], [0.05, -0.04, -0.03], [-0.34, 0.17, 0.06], [0.43, -0.25, -0.07], [-0.12, 0.14, -0.02], [0.04, -0.10, 0.08], [-1.38, 0.56, -0.10], [0.05, 0.04, -0.12], [-0.16, 0.04, 0.07], [0.03, 0.00, 0.00], [-0.04, 0.03, -0.01], [-0.07, 0.01, 0.03], [0.02, -0.01, 0.00]],
  "lowdin_charge": [1.33, 0.06, -0.64, -0.27, -0.10, -0.28, -0.09, -0.10, -0.26, -0.22, -0.10, -0.63, 0.04, -0.22, 0.15, 0.12, 0.11, 0.11, 0.11, 0.11, 0.16, 0.15, -0.11, -0.10, -0.13, -0.35, -0.09, -0.09, 1.40, -0.36, -0.12, -0.08, -0.08, -0.02, -0.19, -0.19, -0.03, -0.08, -0.08, -0.10, -0.33, 0.10, 0.10, 0.09, 0.09, 0.10, 0.11, 0.10, 0.10, 0.10, 0.10, 0.10, 0.10, 0.10, 0.12, -0.22, -0.27, -0.07, -0.17, -0.24, -0.15, -0.06, 0.10, 0.08, 0.09, 0.11]
}